{
  "formula": "C17H39MgN3O8S5",
  "method": "ωB97M-V with the def2-TZVPD basis set",
  "multiplicity": 2,
  "homo_energy_ev": [-1.10, -2.87],
  "charge": -1,
  "homo_lumo_gap_ev": [3.04, 4.75],
  "symbols": ["Mg", "C", "O", "O", "O", "C", "C", "N", "H", "H", "H", "C", "C", "N", "H", "H", "H", "C", "C", "N", "H", "H", "H", "C", "S", "O", "C", "H", "H", "H", "H", "H", "H", "C", "S", "O", "C", "H", "H", "H", "H", "H", "H", "C", "S", "O", "C", "H", "H", "H", "H", "H", "H", "C", "S", "O", "C", "H", "H", "H", "H", "H", "H", "C", "S", "O", "C", "H", "H", "H", "H", "H", "H"],
  "positions_angstrom": [[1.468, -0.275, -1.362], [0.331, -0.709, 0.417], [0.945, -1.635, -0.088], [1.164, 0.186, 0.543], [-0.337, -0.298, -0.536], [2.411, -4.735, -1.682], [3.812, -4.653, -2.126], [4.895, -4.602, -2.466], [2.289, -5.739, -1.275], [1.812, -4.590, -2.581], [2.228, -3.912, -0.992], [1.502, 0.233, 3.911], [0.535, 0.443, 4.943], [-0.257, 0.635, 5.753], [1.723, -0.833, 3.851], [2.402, 0.809, 4.128], [1.124, 0.548, 2.939], [3.255, 2.531, 1.724], [2.326, 3.072, 2.760], [1.652, 3.530, 3.574], [3.223, 1.442, 1.764], [4.310, 2.774, 1.853], [2.906, 2.880, 0.752], [-3.724, -0.613, 4.672], [-3.480, -1.171, 2.955], [-4.802, -1.216, 2.250], [-2.638, 0.360, 2.301], [-4.589, -1.220, 4.939], [-4.070, 0.421, 4.649], [-2.870, -0.626, 5.349], [-1.716, 0.545, 2.852], [-3.297, 1.229, 2.303], [-2.290, 0.221, 1.278], [5.793, -0.993, -1.811], [4.291, -0.564, -0.935], [3.129, -1.016, -1.808], [4.359, -1.751, 0.464], [6.676, -1.013, -1.172], [5.913, -0.302, -2.646], [5.635, -2.018, -2.147], [3.457, -1.688, 1.072], [5.232, -1.505, 1.068], [4.460, -2.781, 0.122], [-4.597, 2.507, -0.714], [-4.878, 1.151, -1.926], [-4.033, 1.604, -3.118], [-3.912, -0.166, -1.082], [-5.246, 2.372, 0.151], [-4.829, 3.499, -1.102], [-3.544, 2.461, -0.437], [-2.825, -0.091, -1.089], [-4.085, -1.045, -1.703], [-4.109, -0.245, -0.012], [-1.385, 3.097, -2.176], [-0.998, 4.320, -0.823], [-2.318, 4.692, -0.108], [-0.012, 3.232, 0.326], [-1.560, 2.121, -1.722], [-0.686, 3.001, -3.006], [-2.327, 3.419, -2.619], [0.257, 3.848, 1.185], [0.901, 2.876, -0.152], [-0.695, 2.437, 0.622], [-1.708, -0.572, -3.923], [-0.227, -1.699, -3.778], [0.910, -0.919, -3.109], [-0.772, -2.866, -2.513], [-1.546, -0.039, -4.861], [-1.634, 0.165, -3.124], [-2.641, -1.134, -3.962], [0.049, -3.446, -2.090], [-1.436, -3.564, -3.023], [-1.300, -2.416, -1.673]],
  "lowdin_charge": [0.47, -1.04, -0.15, -0.17, -0.17, -0.04, -0.29, 0.12, 0.09, 0.07, 0.07, -0.09, -0.30, 0.12, 0.09, 0.07, 0.05, -0.06, -0.29, 0.15, 0.06, 0.08, 0.06, -0.27, 0.82, -0.59, -0.23, 0.04, 0.05, 0.04, 0.04, 0.06, 0.01, -0.25, 0.89, -0.56, -0.21, 0.06, 0.05, 0.03, 0.05, 0.05, 0.05, -0.25, 0.85, -0.60, -0.25, 0.05, 0.05, 0.02, 0.02, 0.04, 0.02, -0.25, 0.83, -0.60, -0.24, 0.02, 0.05, 0.03, 0.02, 0.02, 0.04, -0.21, 0.93, -0.58, -0.25, 0.04, 0.03, 0.05, 0.03, 0.04, 0.05]
}

***

{
  "formula": "C8H12O2",
  "method": "ωB97M-V with the def2-TZVPD basis set",
  "homo_energy_ev": -8.38,
  "e_above_lowest_ev": 0.766,
  "homo_lumo_gap_ev": 9.26,
  "smiles": "Cc1ccc(O)cc1.CO",
  "symbols": ["C", "C", "C", "C", "C", "O", "C", "C", "H", "H", "H", "H", "H", "H", "H", "H", "C", "O", "H", "H", "H", "H"],
  "positions_angstrom": [[1.113, 1.379, -0.410], [0.233, 0.190, -0.755], [-1.052, 0.070, -0.285], [-1.780, -1.017, -0.832], [-1.203, -2.024, -1.541], [-1.938, -3.135, -1.881], [0.165, -1.949, -1.886], [0.857, -0.816, -1.534], [1.939, 1.444, -1.123], [1.508, 1.269, 0.592], [0.529, 2.305, -0.473], [-1.574, 0.895, 0.172], [-2.841, -1.058, -0.591], [-1.399, -3.716, -2.402], [0.674, -2.781, -2.362], [1.898, -0.649, -1.792], [0.677, 1.912, 2.962], [0.380, 0.533, 2.813], [-0.127, 2.433, 3.457], [0.781, 2.345, 1.953], [1.681, 1.984, 3.370], [-0.521, 0.386, 2.545]],
  "lowdin_charge": [-0.06, -0.28, -0.04, -0.02, -0.32, 0.05, -0.02, -0.04, 0.07, 0.05, 0.08, 0.11, 0.12, 0.09, 0.11, 0.11, -0.16, -0.12, 0.08, 0.05, 0.09, 0.06]
}

***

{
  "formula": "C4H3F3FeNO6S2",
  "method": "ωB97M-V with the def2-TZVPD basis set",
  "multiplicity": 6,
  "homo_energy_ev": [-8.86, -8.95],
  "e_above_lowest_ev": 0.000,
  "homo_lumo_gap_ev": [8.63, 5.10],
  "symbols": ["N", "S", "O", "O", "S", "O", "O", "C", "F", "F", "F", "Fe", "C", "O", "C", "C", "O", "H", "H", "H"],
  "positions_angstrom": [[-0.890, 0.383, 2.608], [0.526, -0.522, 2.411], [1.314, -0.370, 3.659], [1.289, -0.209, 1.132], [-1.748, 1.043, 1.504], [-1.243, 0.825, 0.103], [-3.155, 0.885, 1.885], [-1.643, 2.917, 1.503], [-2.147, 3.427, 0.389], [-2.309, 3.434, 2.527], [-0.374, 3.282, 1.617], [0.467, 0.228, -0.512], [1.161, -2.898, -1.695], [1.453, -1.578, -1.260], [1.141, -0.467, -2.250], [1.365, -0.415, -3.527], [1.544, -0.265, -4.694], [1.436, -3.580, -0.881], [0.087, -2.997, -1.907], [1.725, -3.124, -2.613]],
  "lowdin_charge": [-0.34, 0.88, -0.31, -0.47, 0.67, -0.41, -0.26, -0.68, 0.16, 0.16, 0.14, 0.87, -0.09, -0.30, -0.21, -0.23, 0.13, 0.09, 0.10, 0.10]
}

***

{
  "formula": "C7H5N4O3S",
  "method": "ωB97M-V with the def2-TZVPD basis set",
  "homo_energy_ev": -4.27,
  "e_above_lowest_ev": 2.482,
  "charge": -1,
  "homo_lumo_gap_ev": 6.99,
  "symbols": ["C", "C", "C", "C", "C", "C", "C", "N", "N", "N", "N", "O", "O", "O", "S", "H", "H", "H", "H", "H"],
  "positions_angstrom": [[-0.739, -1.949, 2.539], [-1.598, -1.042, 1.950], [0.374, -2.050, 1.654], [-1.093, 0.101, 1.306], [0.670, 1.249, 0.195], [1.552, 0.122, -1.714], [0.180, 0.675, -2.203], [0.742, -1.242, 0.742], [0.077, -0.018, 0.761], [-0.140, 1.618, -1.147], [-0.733, 2.750, -1.226], [1.900, 0.715, -0.596], [0.928, 2.194, 0.888], [2.127, -0.633, -2.436], [-1.446, 3.380, -2.444], [-1.052, -2.700, 3.199], [-2.570, -1.022, 2.318], [1.071, -2.956, 1.827], [-0.554, -0.073, -2.317], [0.302, 0.881, -3.295]],
  "lowdin_charge": [-0.04, -0.12, -0.19, 0.00, -0.60, -0.54, -0.08, 0.13, -0.03, -0.11, -0.56, 0.07, 0.05, 0.08, 0.45, 0.08, 0.06, 0.13, 0.10, 0.12]
}

***

{
  "formula": "C5H13N2O",
  "method": "ωB97M-V with the def2-TZVPD basis set",
  "homo_energy_ev": -12.81,
  "e_above_lowest_ev": 13.871,
  "charge": 1,
  "homo_lumo_gap_ev": 4.06,
  "symbols": ["N", "C", "C", "C", "C", "C", "N", "O", "H", "H", "H", "H", "H", "H", "H", "H", "H", "H", "H", "H", "H"],
  "positions_angstrom": [[1.278, 1.356, -1.785], [0.761, 0.045, -1.799], [-0.498, -0.026, -0.657], [-0.835, 1.304, 0.000], [-0.985, 1.275, 1.594], [0.886, -0.529, -0.271], [0.828, -1.843, 0.254], [-1.310, -1.480, 1.736], [1.927, 1.712, -2.464], [1.489, 0.288, 0.292], [-1.852, -2.082, 2.163], [0.756, -0.519, -2.674], [1.816, 0.963, 0.816], [-1.377, -0.760, -0.727], [-0.027, 1.953, -0.341], [-1.746, 1.605, -0.496], [-1.279, 0.265, 1.948], [-1.822, 1.958, 1.660], [-0.135, 1.744, 2.048], [1.723, -2.273, 0.299], [0.286, -2.016, 1.098]],
  "lowdin_charge": [0.23, -0.05, -0.09, -0.21, -0.03, -0.22, 0.20, -0.16, 0.10, 0.06, -0.04, 0.12, 0.33, 0.19, 0.07, 0.11, 0.04, 0.08, 0.06, 0.12, 0.07]
}

***

{
  "formula": "C4H8NO",
  "method": "ωB97M-V with the def2-TZVPD basis set",
  "multiplicity": 3,
  "homo_energy_ev": [-9.67, -16.06],
  "e_above_lowest_ev": 2.615,
  "charge": 1,
  "homo_lumo_gap_ev": [5.95, 9.38],
  "symbols": ["C", "C", "C", "C", "N", "O", "H", "H", "H", "H", "H", "H", "H", "H"],
  "positions_angstrom": [[-1.254, 0.140, -0.083], [-2.429, 0.017, -0.636], [0.197, 0.190, -0.088], [1.191, -0.888, -0.340], [-0.546, 0.385, 1.099], [0.744, 1.603, -0.461], [-3.325, 0.047, -0.041], [-2.541, -0.121, -1.697], [2.114, -0.719, 0.217], [1.408, -1.004, -1.399], [0.760, -1.826, 0.010], [0.400, 2.228, 0.233], [-0.528, -0.200, 1.921], [1.721, 1.606, -0.522]],
  "lowdin_charge": [-0.18, 0.12, -0.37, 0.03, 0.19, 0.19, 0.09, 0.09, 0.10, 0.11, 0.11, 0.20, 0.15, 0.18]
}